(A)
Formula: C3H17N2O3
Source: the Open Molecules 2025 dataset
Level of theory: the ωB97M-V functional and the def2-TZVPD basis

Geometry as XYZ:
```
25
Properties=species:S:1:pos:R:3:mulliken_charge:R:1
N -1.70225 0.51230 0.03022 -0.168
C -1.43992 -0.71151 -0.84400 -0.731
C 0.06330 -1.01186 -0.99802 -0.508
N 0.86697 0.19720 -1.30638 0.039
C 2.29581 0.11331 -1.08624 -0.943
H -1.46316 1.35265 -0.49987 0.375
H -2.69107 0.69576 0.18820 0.377
H -1.10741 0.33126 0.89071 0.247
H -1.90522 -1.56309 -0.35148 0.364
H -1.82206 -0.52934 -1.84544 0.470
H 0.52481 -1.54260 -0.16442 0.529
H 0.09762 -1.69002 -1.86689 0.375
H 0.68738 0.41128 -2.30686 0.379
H 2.49768 -0.09937 -0.04256 0.356
H 2.76129 1.00389 -1.49683 0.474
H 2.78863 -0.62844 -1.71840 0.352
H -3.16953 0.46002 5.22558 0.328
H -1.95339 -0.43432 5.48181 0.343
O -2.22525 0.38647 5.07316 -0.674
H 3.27404 -0.20545 -3.53336 0.317
H 3.34639 1.00967 -4.46408 0.357
O 2.72481 0.35269 -4.08862 -0.623
H 0.28982 0.13651 2.49621 0.339
H -1.00274 0.20030 3.37098 0.333
O -0.64652 -0.04428 2.47649 -0.706
```

Output
spin multiplicity: 2
gap between HOMO and LUMO (spin up / spin down): 10.427 / 4.946 eV
net charge: +2



(B)
Formula: C3H17N2O3
Source: the Open Molecules 2025 dataset
Level of theory: the ωB97M-V functional and the def2-TZVPD basis

Geometry as XYZ:
```
25
Properties=species:S:1:pos:R:3:mulliken_charge:R:1
C 1.24784 -1.05496 -1.94034 -0.555
C 1.85703 -1.44839 -0.58149 -0.441
C 2.80049 -0.43407 0.13871 -0.496
N 2.05949 0.78581 0.68217 -0.162
N 0.27254 0.16271 -1.70061 -0.158
H 0.61965 -1.81667 -2.33761 0.348
H 2.00753 -0.69207 -2.60241 0.390
H 1.08292 -1.71917 0.18584 0.332
H 2.41340 -2.43046 -0.82318 0.369
H 3.53937 -0.99936 0.85004 0.400
H 3.49654 0.02367 -0.60606 0.383
H 1.49626 0.49580 1.49864 0.342
H 0.69430 0.91416 -1.13960 0.372
H 2.74011 1.41244 0.99892 0.344
H -0.56763 -0.05764 -1.16379 0.133
H -0.06258 0.60527 -2.53870 0.398
H -3.89782 1.50445 0.47535 0.328
H -2.88900 0.76017 1.36282 0.370
O -2.96985 1.19516 0.52374 -0.698
H -2.17437 -0.27612 -0.13643 0.355
H -2.40345 -1.73355 -1.00611 0.341
O -1.91693 -0.82155 -0.90709 -0.696
H -1.83749 0.80444 3.93271 0.294
H -1.74465 2.03041 2.82547 0.331
O -1.89690 1.14628 3.08983 -0.624
```

Output
spin multiplicity: 2
gap between HOMO and LUMO (spin up / spin down): 10.820 / 4.191 eV
net charge: +2



Most stable: (A) (next structure +117.4 kJ/mol)



(A)
Formula: CH5PS
Source: the Open Molecules 2025 dataset
Level of theory: the ωB97M-V functional and the def2-TZVPD basis

Geometry as XYZ:
```
8
Properties=species:S:1:pos:R:3:mulliken_charge:R:1
C 0.55220 0.95393 -0.37972 -0.988
P -0.51214 -0.73431 0.42066 0.267
S -2.10510 -1.30527 1.49764 -0.382
H 0.82379 0.59838 -1.33014 0.334
H 1.41051 1.28988 0.13001 0.313
H -0.12309 1.77708 -0.46980 0.327
H 0.45236 -1.58150 0.97350 0.086
H -0.49853 -0.99819 -0.84215 0.042
```

Output
gap between HOMO and LUMO: 8.769 eV
SMILES string: C[PH2]=S



(B)
Formula: CH5PS
Source: the Open Molecules 2025 dataset
Level of theory: the ωB97M-V functional and the def2-TZVPD basis

Geometry as XYZ:
```
8
Properties=species:S:1:pos:R:3:mulliken_charge:R:1
C -1.23496 -0.41241 0.02257 -0.815
P 1.15278 0.73943 0.56280 0.000
S 0.13824 -1.17311 0.70147 -0.041
H -2.04381 -0.97812 -0.21094 0.309
H -0.67171 0.25700 -1.74461 0.035
H -1.33822 0.62324 0.21256 0.439
H 2.33365 0.29892 1.05185 0.037
H 1.66403 0.64504 -0.59570 0.036
```

Output
gap between HOMO and LUMO (spin up / spin down): 8.260 / 8.257 eV



(C)
Formula: CH5PS
Source: the Open Molecules 2025 dataset
Level of theory: the ωB97M-V functional and the def2-TZVPD basis

Geometry as XYZ:
```
8
Properties=species:S:1:pos:R:3:mulliken_charge:R:1
C -1.00987 -0.88556 -0.22989 -0.726
P 0.77968 1.45955 0.05999 -0.109
S 0.05598 -0.18644 1.13644 -0.100
H -0.22217 -1.20520 -0.82738 0.305
H -1.37618 0.20511 -0.92236 0.210
H -1.70369 -1.74300 0.16898 0.265
H 1.64827 1.76820 1.18025 0.078
H 1.82798 0.58735 -0.56604 0.077
```

Output
gap between HOMO and LUMO: 9.304 eV



Most stable: (A) (next structure +5.2 kJ/mol)



(A)
Formula: CHI3O
Source: the Open Molecules 2025 dataset
Level of theory: the ωB97M-V functional and the def2-TZVPD basis

Geometry as XYZ:
```
6
Properties=species:S:1:pos:R:3:mulliken_charge:R:1
C 0.11707 0.26054 -0.07489 -0.172
O -0.43715 -0.67919 -0.67755 -0.466
I -0.73021 1.27880 1.62669 0.139
I 2.29057 0.13183 0.50129 0.041
I -1.34031 -2.34834 0.24806 0.252
H 0.10003 1.35637 -1.62360 0.207
```

Output
gap between HOMO and LUMO (spin up / spin down): 6.505 / 6.852 eV



(B)
Formula: CHI3O
Source: the Open Molecules 2025 dataset
Level of theory: the ωB97M-V functional and the def2-TZVPD basis

Geometry as XYZ:
```
6
Properties=species:S:1:pos:R:3:mulliken_charge:R:1
C 1.01990 0.92428 -0.31815 -0.396
O 0.45448 1.70141 -1.21260 -0.439
I 2.58241 -0.32387 -1.12563 0.137
I 1.60939 1.92387 1.55196 0.085
I 1.61800 2.75276 -2.49875 0.294
H -0.12116 -0.00649 -0.27980 0.319
```

Output
gap between HOMO and LUMO: 7.847 eV



Most stable: (B) (next structure +180.0 kJ/mol)



(A)
Formula: C6H12O4
Source: the Open Molecules 2025 dataset
Level of theory: the ωB97M-V functional and the def2-TZVPD basis

Geometry as XYZ:
```
22
Properties=species:S:1:pos:R:3:mulliken_charge:R:1
C 2.85721 -0.84264 -0.52691 -0.717
C 0.79342 0.32006 -0.38370 0.406
C 0.46745 -0.33039 0.98250 -0.676
C -1.05232 -0.18970 1.29958 -0.714
C -1.79024 0.65119 0.23650 -0.038
C -0.95739 1.87414 -0.39385 -0.548
H 2.87478 -1.41505 0.41498 0.261
H 3.90272 -0.75460 -0.77838 0.250
H 2.30799 -1.41852 -1.28207 0.340
H 0.32953 -0.29486 -1.22242 0.250
H 1.09215 0.18921 1.69884 0.323
H 0.62970 -1.43600 0.98255 0.245
H -1.10682 0.42045 2.29132 0.255
H -1.35240 -1.23324 1.42235 0.377
H -2.75103 1.04640 0.46769 0.527
H -1.25705 1.89456 -1.51042 0.264
H -1.11335 2.88974 0.06641 0.333
H -1.90511 -1.99284 -1.01757 0.332
O 2.20629 0.40152 -0.49329 -0.431
O 0.41367 1.67945 -0.41279 -0.373
O -1.91796 -0.10683 -0.99018 -0.271
O -2.67127 -1.35206 -0.85113 -0.397
```

Output
gap between HOMO and LUMO: 10.065 eV
SMILES string: CO[C@H]1CC[C@H](OO)CO1



(B)
Formula: C6H12O4
Source: the Open Molecules 2025 dataset
Level of theory: the ωB97M-V functional and the def2-TZVPD basis

Geometry as XYZ:
```
22
Properties=species:S:1:pos:R:3:mulliken_charge:R:1
C -2.22063 -1.46527 -0.41650 -1.269
C -1.29493 -0.51511 0.14766 0.156
C -0.15095 1.57327 -0.50568 0.073
C 1.26620 0.89281 -0.74886 -1.097
C 1.00795 -0.64116 -0.56895 0.331
C 0.05453 -0.94413 0.50632 -0.863
H -2.25293 -2.48292 0.11962 0.350
H -2.93321 -0.69388 -0.84056 0.372
H -1.57231 -1.91980 -1.60011 0.195
H -1.62662 -0.11371 1.04160 0.432
H -0.33258 2.37559 -1.48660 0.283
H 0.04617 1.60398 1.65637 0.432
H 1.70123 1.42355 -0.07336 0.476
H 1.40364 1.32882 -1.81975 0.406
H 0.53267 -0.97592 -1.50716 0.157
H 2.57052 -0.92370 -0.98109 0.355
H 0.22133 -1.70407 0.95026 1.089
H -0.08858 -0.61166 2.64829 0.398
O -1.20130 0.66335 -0.70808 -0.376
O -0.26823 2.18014 0.74736 -0.629
O 2.24414 -1.29281 -0.32102 -0.516
O 0.52010 -0.38927 1.70782 -0.755
```

Output
gap between HOMO and LUMO: 9.969 eV



Most stable: (A) (next structure +323.2 kJ/mol)



(A)
Formula: C3H9NP2
Source: the Open Molecules 2025 dataset
Level of theory: the ωB97M-V functional and the def2-TZVPD basis

Geometry as XYZ:
```
15
Properties=species:S:1:pos:R:3:mulliken_charge:R:1
C 1.93192 0.82035 -0.30146 -0.737
C -0.43329 0.15087 0.76735 -0.510
C -2.29228 -0.60342 -0.50456 -0.900
N 0.31423 -1.00487 0.84580 -0.239
P 0.18028 1.40953 -0.47886 -0.047
P 1.68305 -1.04093 -0.12298 -0.065
H 2.46150 0.95415 -1.28584 0.339
H 2.57724 1.27390 0.51383 0.374
H -0.97862 0.38020 1.58590 0.596
H -2.35344 0.04886 -1.35408 0.292
H -3.16111 -0.61016 0.08764 0.291
H -1.65411 -1.48801 -0.52599 0.256
H 0.28633 -1.63862 1.71324 0.286
H 0.30690 2.45599 0.48363 0.033
H 1.13138 -1.10785 -1.42362 0.030
```

Output
gap between HOMO and LUMO (spin up / spin down): 8.019 / 8.021 eV



(B)
Formula: C3H9NP2
Source: the Open Molecules 2025 dataset
Level of theory: the ωB97M-V functional and the def2-TZVPD basis

Geometry as XYZ:
```
15
Properties=species:S:1:pos:R:3:mulliken_charge:R:1
C -1.23237 -2.28407 -0.72148 -0.280
C 0.53954 1.85087 1.01771 -1.215
C 1.32033 1.27855 -0.10020 -0.290
N -0.16638 -2.67382 0.01132 -0.540
P -1.02503 -0.63881 0.16344 0.013
P 0.31057 0.37044 -1.26980 -0.083
H -1.01260 -2.10415 -1.76993 0.258
H -2.29958 -2.81070 -0.71960 0.268
H -0.36860 2.43395 0.62716 0.302
H 0.13841 1.06781 1.64494 0.366
H 1.08232 2.62462 1.60606 0.309
H 2.01606 0.60865 0.36770 0.321
H 1.84617 2.14176 -0.59521 0.325
H -0.38733 -3.09019 0.89839 0.231
H -0.76150 1.22510 -1.16049 0.017
```

Output
gap between HOMO and LUMO: 8.724 eV
SMILES string: CC[PH]#P1CN1



Most stable: (B) (next structure +78.5 kJ/mol)



(A)
Formula: C5H6S2
Source: the Open Molecules 2025 dataset
Level of theory: the ωB97M-V functional and the def2-TZVPD basis

Geometry as XYZ:
```
13
Properties=species:S:1:pos:R:3:mulliken_charge:R:1
C -2.14161 -1.03810 -0.30086 -0.748
C -1.06333 -0.19798 -0.19019 0.527
C 0.23986 -0.72475 0.27344 -0.692
C 1.34503 0.23133 -0.04519 -0.018
C 0.91010 1.63853 0.03850 -0.540
H -1.74558 -2.16183 -0.12292 0.160
H -3.10965 -0.79378 -0.72283 0.336
H 0.31550 -0.78396 1.34523 0.284
H 0.46565 -1.82150 0.05365 0.360
H 1.44943 2.13363 -0.78686 0.343
H 1.30024 2.08115 0.92157 0.369
S 2.94469 -0.09753 -0.29574 -0.215
S -0.91032 1.53479 -0.16779 -0.166
```

Output
gap between HOMO and LUMO: 8.177 eV
SMILES string: C=C1CC(=S)CS1



(B)
Formula: C5H6S2
Source: the Open Molecules 2025 dataset
Level of theory: the ωB97M-V functional and the def2-TZVPD basis

Geometry as XYZ:
```
13
Properties=species:S:1:pos:R:3:mulliken_charge:R:1
C 0.89049 -0.35378 0.31046 0.205
C 1.03498 0.86729 0.04804 -0.320
C -1.57785 0.05341 -0.06800 0.181
C 1.46842 2.21734 -0.32010 -1.132
C -1.04587 -2.67093 0.25516 -0.863
S -2.12700 1.54154 -0.26609 -0.226
S -2.22235 -1.44714 0.23423 -0.004
H 1.54029 2.93888 0.41977 0.330
H 0.74022 2.55192 -0.98847 0.306
H 2.52374 2.03272 -0.74841 0.249
H -0.75406 -3.06285 1.12286 0.439
H 0.69540 -1.32737 0.56412 0.525
H -1.16641 -3.34102 -0.56357 0.310
```

Output
gap between HOMO and LUMO (spin up / spin down): 5.873 / 8.413 eV



Most stable: (A) (next structure +485.0 kJ/mol)



(A)
Formula: C3H12NO2
Source: the Open Molecules 2025 dataset
Level of theory: the ωB97M-V functional and the def2-TZVPD basis

Geometry as XYZ:
```
18
Properties=species:S:1:pos:R:3:mulliken_charge:R:1
C 2.61246 0.20049 -0.48623 -1.119
C 1.44548 0.22697 0.46724 -0.135
C 0.97375 -0.74771 1.23509 -0.255
N -0.38341 -0.64992 1.80343 -0.178
H 3.53391 0.60898 -0.08392 0.322
H 2.64467 -0.79403 -0.93710 0.318
H 2.24986 0.78812 -1.33281 0.342
H 1.04408 1.22466 0.67890 0.325
H 1.46723 -1.68642 1.45365 0.396
H -0.36454 -0.53007 2.81911 0.389
H -0.91837 0.14860 1.40531 0.222
H -0.95181 -1.44718 1.51771 0.395
H -1.94241 0.49174 -0.60128 0.411
H -1.83878 1.95038 -0.19371 0.329
O -1.94804 1.07321 0.17559 -0.722
H -1.92522 -0.65520 -2.95990 0.308
H -3.27201 -0.00697 -2.66607 0.300
O -2.42684 -0.19567 -2.29501 -0.645
```

Output
gap between HOMO and LUMO: 11.234 eV
net charge: +1



(B)
Formula: C3H12NO2
Source: the Open Molecules 2025 dataset
Level of theory: the ωB97M-V functional and the def2-TZVPD basis

Geometry as XYZ:
```
18
Properties=species:S:1:pos:R:3:mulliken_charge:R:1
C 2.13628 0.71346 -1.04834 -1.104
C 1.93066 -0.59909 -0.26126 -0.317
C 0.59252 -0.94487 1.82265 -0.151
N 0.76555 -0.63073 0.58513 0.085
H 1.25199 0.89609 -1.67331 0.306
H 2.40352 1.58661 -0.45715 0.328
H 2.89252 0.70135 -1.87913 0.344
H 1.74522 -1.46598 -1.08782 0.255
H 2.80700 -0.82450 0.33278 0.401
H -0.33989 -0.74227 2.33172 0.300
H 1.32918 -1.62055 2.21971 0.283
H -0.05417 -0.61971 -0.01094 0.315
H -4.12330 2.27057 -0.06631 0.334
H -3.94204 1.48685 1.16537 0.309
O -3.69072 1.41607 0.20837 -0.622
H -2.07356 -1.22304 -1.06660 0.307
H -1.87761 0.24147 -0.71997 0.329
O -1.75315 -0.64174 -0.39492 -0.704
```

Output
gap between HOMO and LUMO: 9.716 eV
net charge: +1



(C)
Formula: C3H12NO2
Source: the Open Molecules 2025 dataset
Level of theory: the ωB97M-V functional and the def2-TZVPD basis

Geometry as XYZ:
```
18
Properties=species:S:1:pos:R:3:mulliken_charge:R:1
C -0.39220 0.11416 0.01165 -0.854
C -0.59665 -1.36383 0.44333 0.563
C -1.34664 -1.43019 1.79058 -1.314
O 0.64120 -1.99448 0.97056 -0.531
N 0.79496 0.40244 -0.91301 -0.338
H -0.32258 0.85980 0.86025 0.368
H -1.11286 0.58503 -0.74289 0.324
H -0.93488 -2.00684 -0.39949 0.346
H -0.66657 -1.42263 2.62160 0.383
H -2.04865 -0.61236 1.96932 0.380
H -1.88507 -2.52740 2.01467 0.277
H 1.36024 -2.32868 0.61519 0.260
H 1.62083 0.24694 -0.24170 0.408
H 0.85686 -0.34410 -1.66148 0.383
H 0.81019 1.42492 -1.34782 0.367
H 1.74934 3.38564 -2.46546 0.349
H 0.45418 3.90778 -1.74361 0.326
O 1.01831 3.10379 -1.78169 -0.698
```

Output
gap between HOMO and LUMO: 11.326 eV
net charge: +1



Most stable: (A) (next structure +83.1 kJ/mol)



(A)
Formula: C3H10NO2
Source: the Open Molecules 2025 dataset
Level of theory: the ωB97M-V functional and the def2-TZVPD basis

Geometry as XYZ:
```
16
Properties=species:S:1:pos:R:3:mulliken_charge:R:1
O -1.68134 -0.44875 1.40523 -0.456
C -1.29544 -1.40780 0.79108 0.223
C -0.03359 -1.31959 -0.02743 -0.596
N 0.48877 0.08562 0.06768 -0.118
C 1.96706 0.19945 0.16424 -0.978
H -1.82978 -2.36711 0.80918 0.378
H 0.75370 -1.98128 0.34763 0.369
H -0.20151 -1.56099 -1.07293 0.352
H 0.17297 0.68594 -0.71094 0.306
H -0.02064 0.48221 0.88169 0.400
H 2.42375 -0.34791 -0.65116 0.394
H 2.25982 -0.10844 1.16371 0.413
H 2.19756 1.26119 0.08884 0.355
H -0.77433 2.26559 -2.06017 0.314
H 0.60436 2.64177 -2.50627 0.320
O 0.15731 2.16742 -1.79203 -0.677
```

Output
gap between HOMO and LUMO: 11.787 eV
net charge: +1



(B)
Formula: C3H10NO2
Source: the Open Molecules 2025 dataset
Level of theory: the ωB97M-V functional and the def2-TZVPD basis

Geometry as XYZ:
```
16
Properties=species:S:1:pos:R:3:mulliken_charge:R:1
C 0.08506 0.71355 -0.44105 -0.446
C -1.30596 0.19013 -0.05895 -0.459
C -1.47107 0.56657 1.41361 -0.075
O -0.85138 1.54104 1.79185 -0.443
N 0.63787 -0.11234 -1.64797 -0.260
H 0.83355 0.53532 0.39361 0.285
H 0.28614 1.71188 -0.82510 0.308
H -1.23066 -0.91255 -0.09913 0.394
H -2.16293 0.59784 -0.60289 0.302
H -2.21350 -0.02504 1.99778 0.355
H 1.22682 -0.91863 -1.28164 0.318
H 1.05778 0.52605 -2.32347 0.374
H -0.17632 -0.56655 -2.06882 0.373
H 2.92065 -2.20047 0.01198 0.309
H 1.56274 -2.89099 -0.46035 0.320
O 2.02647 -2.05035 -0.30743 -0.656
```

Output
gap between HOMO and LUMO: 10.402 eV
net charge: +1



Most stable: (A) (next structure +41.3 kJ/mol)